Molecular formula: C23H25N3O4S
Method: DFT, wB97M-V/def2-TZVPD

Properties
Orbital gap: 8.68 eV
Spin multiplicity: 1
SMILES: COc1ccc(NC(=O)CN(Cc2ccccc2)Cc2ccccc2)cc1S(N)(=O)=O
E_LUMO: 0.6160 eV
Relative energy (zero: lowest compared OMol25 entry of this formula, charge and spin): 1.767 eV

Atoms and positions in Å:
C (-5.561977, -1.510308, 1.364694)
O (-4.826328, -0.543624, 0.646470)
C (-3.479264, -0.509970, 0.806786)
C (-2.718006, -1.435253, 1.518427)
C (-1.340477, -1.317074, 1.586420)
C (-0.682874, -0.275790, 0.937507)
N (0.695805, -0.120123, 0.933222)
C (1.660473, -0.923531, 1.451580)
O (1.481909, -1.857372, 2.199766)
C (3.042803, -0.446037, 1.003647)
N (3.022083, -0.052172, -0.391674)
C (3.201499, -1.181529, -1.288856)
C (1.981128, -2.063689, -1.217107)
C (2.020434, -3.309698, -0.610066)
C (0.869910, -4.070867, -0.496431)
C (-0.332043, -3.590792, -0.984476)
C (-0.379997, -2.351273, -1.600785)
C (0.771672, -1.597201, -1.719925)
C (3.796227, 1.145229, -0.682406)
C (2.994189, 2.338990, -0.227144)
C (3.428993, 3.177455, 0.787764)
C (2.631518, 4.224639, 1.220801)
C (1.388202, 4.436195, 0.651161)
C (0.943682, 3.605986, -0.365715)
C (1.745805, 2.566265, -0.800655)
C (-1.442982, 0.658506, 0.236000)
C (-2.809372, 0.538649, 0.182222)
S (-3.728008, 1.787369, -0.690200)
N (-4.479872, 0.875993, -1.886488)
O (-2.803670, 2.659481, -1.356991)
O (-4.706874, 2.383075, 0.172793)
H (-5.388491, -1.426500, 2.441005)
H (-5.319963, -2.524697, 1.031821)
H (-6.608813, -1.300201, 1.152440)
H (-3.190119, -2.261134, 2.025784)
H (-0.761291, -2.041377, 2.135373)
H (1.045445, 0.610597, 0.319389)
H (3.773430, -1.241120, 1.213379)
H (3.294203, 0.421226, 1.621128)
H (3.308464, -0.794781, -2.305746)
H (4.105823, -1.764375, -1.043449)
H (2.952789, -3.685560, -0.214144)
H (0.912728, -5.036375, -0.015124)
H (-1.231482, -4.180128, -0.884723)
H (-1.315646, -1.968204, -1.981505)
H (0.733443, -0.629089, -2.197688)
H (4.788643, 1.136555, -0.205238)
H (3.944043, 1.203924, -1.763876)
H (4.398154, 3.016280, 1.239539)
H (2.982419, 4.873202, 2.010031)
H (0.765638, 5.247948, 0.995349)
H (-0.025344, 3.768008, -0.815569)
H (1.411974, 1.925468, -1.604884)
H (-0.987078, 1.490835, -0.274780)
H (-4.627830, 1.425083, -2.718667)
H (-5.345745, 0.492881, -1.540171)

Atoms 1-6, force components in eV/Å:
-0.1 -0.1 0.1
0.1 0.0 0.0
0.2 -0.2 0.1
-0.4 0.2 -0.2
0.2 0.1 0.0
-0.5 -0.1 0.2



Molecular formula: C23H25N3O5S
Method: DFT, wB97M-V/def2-TZVPD

Properties
Orbital gap: 9.02 eV
Spin multiplicity: 1
SMILES: CCOc1ccc(N(CC(=O)N2CCc3ccccc32)S(=O)(=O)c2c(C)noc2C)cc1
E_LUMO: 0.4948 eV
Relative energy (zero: lowest compared OMol25 entry of this formula, charge and spin): 3.538 eV

Atoms and positions in Å:
C (-3.759811, 3.621096, 1.288694)
C (-3.456341, 2.655360, 2.430351)
O (-2.147844, 2.121216, 2.358636)
C (-1.859381, 1.142960, 1.462914)
C (-2.774729, 0.504925, 0.629609)
C (-2.349255, -0.484140, -0.239270)
C (-1.013748, -0.857784, -0.295706)
N (-0.645382, -1.897982, -1.181541)
C (0.333110, -1.710659, -2.233342)
C (1.515944, -0.837924, -1.815421)
O (2.529543, -1.338302, -1.360789)
N (1.351979, 0.497270, -1.953837)
C (0.179293, 1.159695, -2.523439)
C (0.284825, 2.631296, -2.095034)
C (1.695308, 2.738625, -1.598406)
C (2.407803, 3.855507, -1.223160)
C (3.709182, 3.694064, -0.764642)
C (4.271218, 2.431995, -0.682631)
C (3.560806, 1.299761, -1.057320)
C (2.267729, 1.469261, -1.517811)
S (-0.861207, -3.416614, -0.522428)
O (-2.224932, -3.489108, -0.085679)
O (-0.393466, -4.374477, -1.477357)
C (0.158762, -3.450290, 0.916508)
C (1.530261, -3.828646, 1.021969)
C (2.423408, -4.263865, -0.069957)
N (1.915216, -3.720272, 2.263453)
O (0.854731, -3.279437, 2.994858)
C (-0.204377, -3.115811, 2.195342)
C (-1.483610, -2.645267, 2.768669)
C (-0.102774, -0.252680, 0.568786)
C (-0.519547, 0.745756, 1.422376)
H (-4.748205, 4.050212, 1.426603)
H (-3.025354, 4.422586, 1.280174)
H (-3.727029, 3.113271, 0.327782)
H (-4.201219, 1.851852, 2.473261)
H (-3.474202, 3.191757, 3.382913)
H (-3.821685, 0.761531, 0.646992)
H (-3.055575, -0.988034, -0.879052)
H (0.705701, -2.710192, -2.468748)
H (-0.163456, -1.305270, -3.122644)
H (-0.740409, 0.702501, -2.159556)
H (0.216152, 1.070506, -3.615575)
H (0.082968, 3.312952, -2.920920)
H (-0.416315, 2.857917, -1.288043)
H (1.961745, 4.836791, -1.285412)
H (4.283206, 4.559358, -0.469967)
H (5.282748, 2.319900, -0.323006)
H (4.001026, 0.319828, -0.991023)
H (1.872884, -4.895445, -0.763063)
H (3.279538, -4.790981, 0.339634)
H (2.774179, -3.383855, -0.611150)
H (-2.281373, -2.850573, 2.060222)
H (-1.671759, -3.150685, 3.713330)
H (-1.436680, -1.572687, 2.957194)
H (0.931756, -0.558972, 0.579244)
H (0.178646, 1.230203, 2.086410)

Atoms 1-6, force components in eV/Å:
0.2 -0.3 0.2
-0.4 0.3 -0.1
0.3 -0.2 -0.1
0.2 -0.1 0.0
-0.2 0.2 0.2
0.3 0.1 0.0



Molecular formula: C23H25N6S2Tl
Method: DFT, wB97M-V/def2-TZVPD

Properties
Orbital gap (alpha / beta): 4.54 / 5.23 eV
Charge: -2
Spin multiplicity: 1
E_LUMO (alpha / beta): 4.5102 / 4.5918 eV
Relative energy (zero: lowest compared OMol25 entry of this formula, charge and spin): 4.786 eV

Atoms and positions in Å:
Tl (1.431202, -1.556464, 0.646395)
C (-2.255190, 0.864434, 2.040382)
C (-1.192073, 1.265951, 1.023587)
C (-1.411810, 0.784062, -0.429877)
C (-2.764970, 1.320981, -0.941164)
C (-2.907403, 1.647461, -2.459919)
C (-1.600108, 1.743008, -3.171706)
C (-0.365853, 1.493218, -2.635522)
C (0.812055, 1.491290, -3.594794)
C (1.182041, 2.871326, -4.136599)
C (-0.216048, 1.154532, -1.272479)
N (0.989597, 0.959876, -0.694276)
C (2.066405, 1.625313, -0.972338)
C (3.356799, 1.204407, -0.561798)
C (4.589863, 1.841461, -0.814626)
C (5.564454, 1.009821, -0.264212)
C (4.864323, -0.084340, 0.292751)
N (3.548717, 0.022652, 0.106085)
H (-1.987192, 1.266888, 3.020296)
H (-2.307470, -0.221239, 2.136557)
H (-3.252359, 1.237453, 1.784222)
H (-0.234296, 0.873980, 1.358386)
H (-1.089291, 2.360827, 1.000929)
H (-3.043686, 2.220297, -0.381776)
H (-3.433258, 2.604873, -2.530549)
H (-1.668968, 1.947848, -4.240534)
H (0.541960, 0.844315, -4.434301)
H (1.684732, 1.037005, -3.127536)
H (0.331401, 3.333466, -4.642721)
H (2.009202, 2.805205, -4.848813)
H (1.486768, 3.541189, -3.328562)
H (2.003595, 2.570166, -1.526616)
H (4.730895, 2.782196, -1.332047)
H (6.635191, 1.164833, -0.254469)
H (5.269090, -0.934022, 0.829945)
S (0.798311, -1.113355, 3.219274)
C (0.978266, -2.757395, 3.820574)
C (0.189908, -3.112797, 4.927876)
C (0.251773, -4.357997, 5.531685)
C (1.116258, -5.317457, 5.014402)
C (1.887989, -4.997802, 3.908297)
C (1.855519, -3.736111, 3.290400)
S (2.933276, -3.476982, 1.922822)
H (-0.492317, -2.362350, 5.310713)
H (-0.379744, -4.579719, 6.385552)
H (1.184039, -6.304874, 5.459311)
H (2.558229, -5.738434, 3.486312)
N (-5.041557, 0.375916, -0.449714)
C (-3.672061, 0.168953, -0.561669)
N (-3.811394, 0.675972, -3.141807)
N (-3.122121, -0.952827, -0.351405)
C (-1.656061, -0.787144, -0.386271)
N (-0.859974, -1.737928, -0.314956)
H (-5.394182, 0.964311, -1.192354)
H (-5.534066, -0.506010, -0.410869)
H (-3.709762, 0.819990, -4.140778)
H (-3.448642, -0.260229, -2.969695)

Atoms 1-6, force components in eV/Å:
-0.2 -0.1 -0.2
0.0 0.0 0.0
0.0 0.0 -0.1
0.0 0.0 0.0
0.0 0.0 0.0
0.0 -0.1 0.1



Molecular formula: C23H26As2N2S6W
Method: DFT, wB97M-V/def2-TZVPD

Properties
Orbital gap (alpha / beta): 5.88 / 5.86 eV
Spin multiplicity: 3
E_LUMO (alpha / beta): -1.1095 / -1.6913 eV
Relative energy (zero: lowest compared OMol25 entry of this formula, charge and spin): 2.052 eV

Atoms and positions in Å:
W (-0.174339, 0.532045, -1.896388)
S (0.927895, -0.565888, -0.024179)
C (1.564108, 0.714002, 1.024835)
C (2.777934, 0.558767, 1.683930)
C (3.238057, 1.569501, 2.522376)
C (2.485844, 2.720976, 2.712693)
C (1.264529, 2.866528, 2.063029)
C (0.808956, 1.863601, 1.225009)
As (-0.847947, 1.821132, 0.233174)
C (-1.871415, 0.676067, 1.446724)
C (-2.829344, -0.190238, 0.936180)
C (-3.485253, -1.084260, 1.776949)
C (-3.180413, -1.115277, 3.130214)
C (-2.233128, -0.238361, 3.644548)
C (-1.582909, 0.655489, 2.805711)
C (-1.566763, 3.554134, 0.608148)
C (-0.866064, 4.676731, 0.186271)
C (-1.344576, 5.940584, 0.499336)
C (-2.530477, 6.076264, 1.212615)
C (-3.240477, 4.949869, 1.602203)
C (-2.760476, 3.682416, 1.296486)
H (3.359398, -0.342403, 1.529407)
H (4.193644, 1.458958, 3.022820)
H (2.844901, 3.505421, 3.370532)
H (0.666111, 3.751392, 2.230185)
H (-3.076715, -0.177163, -0.108321)
H (-4.230576, -1.756587, 1.367348)
H (-3.680388, -1.818752, 3.784126)
H (-1.997569, -0.251214, 4.703837)
H (-0.842621, 1.331914, 3.208647)
H (0.043829, 4.566794, -0.385074)
H (-0.791390, 6.818427, 0.187395)
H (-2.906214, 7.064513, 1.456147)
H (-4.171250, 5.054821, 2.147472)
H (-3.310879, 2.803971, 1.598833)
S (0.023767, 2.902679, -2.649288)
As (-1.023858, 1.581699, -4.104008)
S (-2.527871, 0.893611, -2.602213)
S (1.620412, 0.111903, -3.209432)
S (-1.697905, 2.380902, -5.884482)
C (1.569649, -5.540605, 0.010292)
C (1.592143, -4.066925, -0.364631)
N (0.343631, -3.631694, -1.017195)
C (0.206656, -2.948333, -2.150418)
S (-1.082071, -1.763711, -2.299669)
N (0.949581, -3.146701, -3.203669)
C (1.964580, -4.167785, -3.485118)
C (3.363490, -3.577034, -3.547639)
H (2.494367, -5.808892, 0.528317)
H (1.467584, -6.179805, -0.870367)
H (0.734262, -5.754172, 0.681382)
H (2.429134, -3.833605, -1.007997)
H (1.709390, -3.450904, 0.523630)
H (-0.407621, -3.426700, -0.377218)
H (0.865795, -2.402090, -3.880388)
H (1.703940, -4.613226, -4.441550)
H (1.894575, -4.954048, -2.747400)
H (3.428102, -2.824037, -4.335156)
H (4.092510, -4.363178, -3.762329)
H (3.631732, -3.091521, -2.606672)

Atoms 1-6, force components in eV/Å:
2.1 -2.0 -0.9
-0.1 0.1 0.1
0.2 -0.1 0.0
0.0 0.1 0.1
0.0 -0.1 0.0
0.0 0.0 0.1



Sequential total energy output: -1754.866271 -1830.070031 -2188.813047 -7929.354722 hartree